Entry 1:
Density functional theory data (ωB97M-V with the def2-TZVPD basis set) for a molecular structure, C23H45Cl3N2O4PSiSr in a non-equilibrium geometry.

The geometry in XYZ format:
```
80
Properties=species:S:1:pos:R:3
C -0.517 -1.854 -4.258
C 0.848 -2.402 -4.011
H -0.511 -1.247 -5.172
H -0.854 -1.245 -3.409
H -1.251 -2.665 -4.408
C 1.727 -2.683 -4.992
C 1.515 -2.431 -6.442
H 2.669 -3.193 -4.769
H 1.084 -1.444 -6.648
H 0.873 -3.188 -6.916
H 2.485 -2.482 -6.951
Sr -1.977 1.233 1.503
Cl -2.817 -1.252 2.558
Cl -2.320 0.343 -1.238
C 0.118 -0.539 3.843
O 0.244 0.640 3.473
N 1.100 -1.313 4.331
C 2.443 -0.758 4.463
C 0.955 -2.772 4.370
H -0.856 -1.081 3.783
H 2.384 0.268 4.838
H 2.976 -0.766 3.503
H 2.993 -1.390 5.167
H -0.105 -3.031 4.497
H 1.545 -3.169 5.205
H 1.315 -3.244 3.441
H -3.433 3.755 -2.777
H -1.175 2.126 -2.366
C -2.805 4.562 -2.372
C -0.787 3.160 -2.365
N -1.693 4.007 -1.618
H -3.411 5.190 -1.710
C -1.634 4.037 -0.278
O -0.832 3.376 0.415
H 0.204 3.175 -1.898
H -2.401 4.680 0.198
H -2.413 5.159 -3.204
H -0.742 3.541 -3.388
O 1.049 -1.395 -1.857
C 1.196 -2.636 -2.544
C 3.715 -2.534 -2.649
C 2.568 -3.274 -2.357
H 3.597 -1.508 -3.016
C 4.972 -3.130 -2.538
H 0.415 -3.315 -2.160
C 2.667 -4.617 -1.972
H 5.859 -2.517 -2.695
C 5.071 -4.496 -2.270
C 3.922 -5.237 -1.962
H 1.747 -5.169 -1.736
H 6.043 -4.987 -2.297
H 3.990 -6.301 -1.727
Si 1.747 -0.759 -0.461
Cl -4.241 2.805 -0.009
C 3.182 0.318 -0.952
C 2.194 -2.171 0.688
C 0.452 0.313 0.287
H 4.078 -0.257 -1.209
H 3.430 0.989 -0.117
H 2.909 0.938 -1.818
H 0.052 0.976 -0.495
H 0.812 0.902 1.147
H -0.336 -0.397 0.601
H 2.768 -2.970 0.190
H 1.285 -2.632 1.107
H 2.808 -1.775 1.509
C -3.720 3.895 5.556
P -4.068 3.310 3.879
C -5.481 2.189 3.885
C -4.580 4.737 2.895
O -2.829 2.629 3.338
H -4.626 4.306 6.021
H -2.947 4.676 5.496
H -3.339 3.052 6.153
H -6.196 2.484 4.666
H -5.953 2.252 2.891
H -5.115 1.165 4.051
H -3.853 5.551 3.040
H -4.601 4.423 1.833
H -5.582 5.067 3.212
```

* relative energy (zero: lowest compared OMol25 entry of this formula, charge and spin): 0.060 eV
* net charge: -1
* gap between HOMO and LUMO: 6.9228 eV
* HOMO level: -4.5 eV
* LUMO energy: 2.46 eV


Entry 2:
Density functional theory data (ωB97M-V with the def2-TZVPD basis set) for a molecular structure, C23H45F3N5O6SSiTl in a non-equilibrium geometry.

The geometry in XYZ format:
```
85
Properties=species:S:1:pos:R:3
Tl 1.189 0.337 -2.023
N -1.604 -3.396 -2.838
C -0.595 -2.445 -2.830
O -0.868 -1.300 -3.122
C 0.756 -2.998 -2.484
C 1.919 -2.087 -2.864
H -2.538 -3.020 -2.754
H -1.426 -4.241 -2.320
H 0.804 -4.028 -2.904
H 0.750 -3.091 -1.395
H 2.088 -2.163 -3.948
H 2.823 -2.484 -2.383
F 7.171 0.811 -3.014
C 7.081 1.461 -1.838
F 7.126 2.780 -2.138
F 8.299 1.233 -1.251
C 5.948 1.043 -0.970
C 6.188 0.569 0.307
C 5.122 0.140 1.086
C 3.854 0.161 0.517
N 3.604 0.630 -0.682
C 4.605 1.111 -1.455
S 4.220 1.789 -2.937
H 7.200 0.521 0.688
H 5.276 -0.221 2.092
H 2.992 -0.227 1.048
C 1.667 4.237 -3.453
C 0.428 3.563 -3.968
N -0.579 4.445 -4.330
O 0.279 2.369 -4.095
H 1.982 5.034 -4.122
H 2.460 3.497 -3.364
H 1.464 4.657 -2.468
H -0.601 5.345 -3.883
H -1.475 4.019 -4.506
N 0.965 2.466 1.174
N 0.784 3.487 0.169
H 1.637 1.765 0.844
H 0.086 1.955 1.230
H 0.656 3.035 -0.748
H 1.670 3.992 0.121
C -3.864 -0.462 -1.807
C -3.322 0.140 -0.500
C -4.475 0.618 0.401
C -2.425 1.327 -0.840
O -2.635 -0.874 0.177
Si -1.276 -0.680 1.134
O 0.062 -0.498 0.379
O -1.724 0.585 2.142
C -1.416 0.798 3.485
C -2.421 0.049 4.380
C -1.527 2.313 3.726
C -0.003 0.318 3.822
O -1.379 -1.973 2.201
C -1.634 -3.307 1.907
C -3.146 -3.517 1.725
C -0.897 -3.727 0.638
C -1.145 -4.151 3.098
H -4.475 0.267 -2.339
H -4.468 -1.344 -1.595
H -3.017 -0.741 -2.431
H -5.013 1.446 -0.060
H -4.040 0.940 1.343
H -5.169 -0.199 0.597
H -2.969 2.065 -1.430
H -1.565 0.968 -1.401
H -2.069 1.777 0.080
H -3.435 0.390 4.183
H -2.190 0.210 5.434
H -2.358 -1.010 4.145
H -2.538 2.648 3.499
H -0.833 2.828 3.068
H -1.293 2.558 4.760
H 0.048 -0.747 3.624
H 0.236 0.518 4.867
H 0.708 0.821 3.176
H -3.490 -2.815 0.973
H -3.663 -3.305 2.658
H -3.365 -4.538 1.417
H -1.295 -3.141 -0.182
H -1.003 -4.793 0.438
H 0.151 -3.468 0.748
H -1.669 -3.852 4.005
H -0.080 -3.993 3.250
H -1.326 -5.209 2.913
```

* relative energy (zero: lowest compared OMol25 entry of this formula, charge and spin): 0.736 eV
* net charge: -2
* gap between HOMO and LUMO: 4.7118 eV
* HOMO level: -0.3 eV
* LUMO energy: 4.39 eV


Entry 3:
Density functional theory data (ωB97M-V with the def2-TZVPD basis set) for 6 unconnected molecules or ions with the total composition C23H46BIO10S.

The geometry in XYZ format:
```
82
Properties=species:S:1:pos:R:3
C 0.223 0.503 3.102
B -0.649 -0.640 3.706
O -2.000 -0.529 3.896
C 0.107 -2.043 4.056
I -1.293 -3.520 4.945
C 1.290 -1.892 5.037
O 2.276 -2.836 4.609
S 2.204 -3.054 3.052
O 2.988 -2.082 2.368
O 2.362 -4.437 2.770
O 0.655 -2.624 2.891
H -0.251 1.466 3.295
H 1.233 0.502 3.515
H 0.318 0.332 2.023
H -2.272 -0.412 4.806
H 1.738 -0.897 5.026
H 0.982 -2.138 6.047
C -1.559 3.526 -0.241
C -0.521 4.609 0.047
C -0.796 4.917 1.514
O -1.258 3.700 2.100
C -1.559 2.751 1.067
H -1.312 2.901 -1.097
H -2.536 3.980 -0.418
H 0.486 4.201 -0.072
H -0.615 5.485 -0.594
H -1.575 5.681 1.618
H 0.091 5.254 2.054
H -0.782 1.985 1.059
H -2.515 2.275 1.284
C -3.134 -2.799 -0.165
C -1.667 -2.683 -0.575
C -1.550 -1.196 -0.885
O -2.481 -0.530 -0.032
C -3.341 -1.491 0.588
H -3.345 -3.672 0.450
H -3.777 -2.836 -1.047
H -1.024 -2.943 0.270
H -1.391 -3.313 -1.420
H -1.811 -0.981 -1.928
H -0.552 -0.815 -0.688
H -3.043 -1.585 1.637
H -4.370 -1.134 0.546
C 4.053 0.220 -0.177
C 3.363 -0.199 -1.473
C 1.905 -0.223 -1.040
O 1.762 0.777 -0.030
C 3.054 1.216 0.398
H 5.040 0.657 -0.328
H 4.155 -0.640 0.487
H 3.513 0.557 -2.248
H 3.705 -1.158 -1.853
H 1.641 -1.195 -0.605
H 1.214 -0.006 -1.856
H 3.230 2.226 0.012
H 3.067 1.255 1.489
C -5.332 5.005 -4.457
C -5.508 3.998 -3.321
C -4.080 3.501 -3.132
O -3.227 4.597 -3.467
C -3.984 5.624 -4.108
H -6.130 5.744 -4.516
H -5.275 4.486 -5.416
H -5.855 4.506 -2.419
H -6.205 3.194 -3.550
H -3.861 2.663 -3.802
H -3.869 3.189 -2.110
H -4.103 6.465 -3.416
H -3.433 5.972 -4.983
C 5.096 -5.692 -1.091
C 3.643 -5.498 -0.659
C 3.556 -3.982 -0.558
O 4.460 -3.464 -1.543
C 5.294 -4.513 -2.035
H 5.286 -6.651 -1.571
H 5.760 -5.603 -0.228
H 2.968 -5.869 -1.433
H 3.392 -5.989 0.279
H 3.869 -3.633 0.428
H 2.555 -3.597 -0.760
H 4.985 -4.768 -3.055
H 6.324 -4.157 -2.067
```

* relative energy (zero: lowest compared OMol25 entry of this formula, charge and spin): 0.000 eV
* structure (SMILES): CB(O)[C@]1(I)COS(=O)(=O)O1.C1CCOC1.C1CCOC1.C1CCOC1.C1CCOC1.C1CCOC1
* gap between HOMO and LUMO: 9.1207 eV
* HOMO level: -9.1 eV
* LUMO energy: 0.03 eV